(1)
Density functional theory data (wB97M-V/def2-TZVPD) for a molecular structure, C29H28CeN3PS2 in a non-equilibrium geometry.

Cartesian coordinates (Å):
Ce1 -1.94009 -0.50272 0.98593
C1 -6.99720 -1.89611 -1.26378
S1 -6.88922 -0.44673 -0.18442
C2 -5.19053 -0.09245 -0.17055
S2 -4.01987 -1.08456 -0.97351
N1 -4.91278 1.03253 0.42344
N2 -3.64674 1.33171 0.74431
C3 -3.30756 2.57399 0.72863
C4 -1.99557 2.99671 1.17818
C5 -1.63636 4.33701 1.07489
C6 -0.37147 4.73639 1.46918
C7 0.49423 3.78350 1.98608
C8 0.05622 2.47448 2.07931
N3 -1.14914 2.06554 1.67201
H1 -8.05155 -2.15867 -1.29397
H2 -6.41830 -2.71503 -0.84695
H3 -6.64949 -1.64268 -2.26142
H4 -4.01303 3.31704 0.37015
H5 -2.35259 5.04787 0.68460
H6 -0.07255 5.77241 1.38333
H7 1.49139 4.04723 2.30846
H8 0.70751 1.72614 2.51034
C9 1.52067 -0.69239 3.00054
C10 2.47296 0.12910 2.16998
C11 3.58641 0.70852 2.76302
C12 4.48793 1.46034 2.02106
C13 4.28176 1.64994 0.66360
C14 3.17055 1.09059 0.05254
C15 2.27401 0.32442 0.79036
P1 0.81295 -0.44386 0.02422
C16 0.68731 0.27048 -1.65584
C17 0.38751 1.64250 -1.59523
C18 0.20376 2.39101 -2.74001
C19 0.29372 1.76664 -3.97499
C20 0.55873 0.41006 -4.04355
C21 0.75061 -0.37230 -2.90498
C22 0.99811 -1.84625 -3.08943
C23 1.26375 -2.21002 0.06322
C24 2.60189 -2.57562 -0.06169
C25 2.99196 -3.89105 0.12148
C26 2.04219 -4.83855 0.48330
C27 0.71592 -4.47665 0.62601
C28 0.28744 -3.16645 0.39199
C29 -1.17251 -2.86626 0.42025
H9 1.76968 -0.62863 4.05771
H10 1.55321 -1.74481 2.71062
H11 0.47950 -0.34822 2.88217
H12 3.75984 0.56829 3.82327
H13 5.34967 1.89865 2.50628
H14 4.98238 2.23178 0.08009
H15 3.00717 1.23958 -1.00742
H16 0.34088 2.12553 -0.62400
H17 -0.00982 3.44963 -2.67229
H18 0.14888 2.33771 -4.88220
H19 0.60729 -0.07170 -5.01198
H20 0.84013 -2.12401 -4.12916
H21 0.32349 -2.44133 -2.47555
H22 2.01980 -2.11134 -2.82323
H23 3.34171 -1.81990 -0.29494
H24 4.02909 -4.17345 0.00239
H25 2.33818 -5.86451 0.65701
H26 -0.01466 -5.22757 0.90417
H27 -1.70390 -3.74371 0.79414
H28 -1.51544 -2.71979 -0.62713

Output
Total charge ... +2
HOMO (alpha / beta) ... -13.6 / -13.6 eV
2S+1 ... 1
Lowest unoccupied orbital energy (alpha / beta) ... -8.376 / -8.482 eV
Frontier orbital gap (alpha / beta) ... 5.26 / 5.16 eV

---

(2)
Density functional theory data (wB97M-V/def2-TZVPD) for a molecular structure, C29H28F2O5 in a non-equilibrium geometry.

Cartesian coordinates (Å):
C1 5.31423 2.16189 3.07923
O1 4.00890 1.64894 3.42544
C2 3.51892 0.56372 2.76708
C3 2.19923 0.16051 3.09890
C4 1.53340 -0.74072 2.28996
C5 2.14723 -1.26127 1.14049
C6 1.36938 -2.01697 0.07840
C7 1.03854 -1.20431 -1.15965
C8 2.26103 -0.76518 -1.92661
O2 3.40778 -1.11409 -1.74637
O3 1.98374 -0.02613 -3.04399
C9 0.64505 0.01401 -3.57062
C10 -0.07915 1.23547 -3.04921
C11 0.77124 -0.00124 -5.09516
O4 -0.00431 -1.25689 -3.28092
C12 0.46579 -2.06677 -2.24457
O5 0.42821 -3.26830 -2.29075
C13 3.51956 -1.04377 0.98452
C14 4.20880 -0.09914 1.72628
H1 5.50793 2.93257 3.82736
H2 6.08652 1.38078 3.13630
H3 5.30596 2.60764 2.07374
H4 1.71138 0.65434 3.94135
H5 0.50833 -1.02849 2.52787
H6 2.00231 -2.84216 -0.28314
H7 0.43404 -2.39739 0.50434
H8 0.24559 1.52101 -2.04136
H9 0.18823 2.07480 -3.71251
H10 -1.17036 1.10714 -3.07872
H11 1.26019 -0.93751 -5.39061
H12 -0.21785 0.03971 -5.56210
H13 1.37019 0.85446 -5.41530
H14 4.05436 -1.58438 0.21263
H15 5.23622 0.17230 1.46084
C15 -5.57533 -3.42843 -0.39093
C16 -4.26183 -2.74048 -0.45007
C17 -3.78093 -2.06945 0.67622
F1 -4.58034 -2.03285 1.79370
C18 -2.57601 -1.41037 0.69864
C19 -1.82293 -1.21512 -0.50012
C20 -0.75889 -0.27183 -0.41494
C21 -0.91143 0.91073 0.34677
C22 -2.20183 1.44450 0.66977
C23 -2.30721 2.51387 1.52238
F2 -3.55503 2.97088 1.87228
C24 -1.20499 3.18478 2.05566
C25 -1.40477 4.30956 3.00195
C26 0.06161 2.74686 1.63613
C27 0.20266 1.71422 0.72910
C28 -2.32823 -1.90597 -1.64474
C29 -3.47450 -2.67740 -1.60025
H16 -5.64663 -4.16586 -1.19628
H17 -5.68857 -3.93954 0.57149
H18 -6.42568 -2.73691 -0.49415
H19 -2.25050 -0.95134 1.63191
H20 0.21036 -0.22067 -1.13190
H21 -3.09979 1.00051 0.23462
H22 -0.44429 4.59060 3.44493
H23 -1.83017 5.19494 2.50847
H24 -2.09099 4.01458 3.80665
H25 0.96049 3.22328 2.02883
H26 1.18170 1.45663 0.32268
H27 -1.87045 -1.75956 -2.61553
H28 -3.78613 -3.22475 -2.49636

Output
Total charge ... 0
HOMO ... -6.9 eV
2S+1 ... 1
Lowest unoccupied orbital energy ... -1.658 eV
Energy relative to the best compared isomer or geometry (same formula, charge and spin) ... 90.1 kcal/mol
Frontier orbital gap ... 5.26 eV